A:
Molecular formula: C32H42N10O2S3SiTeTi
Method: DFT, ωB97M-V with the def2-TZVPD basis set

The molar mass is 898.5 g/mol. Its lowest unoccupied orbital energy is -5.71 eV. Its HOMO energy is -12.157 eV. The frontier orbital gap comes out at 0.2370 Eh.

Geometry as ORCA input:
```
! RIJCOSX wB97M-V def2-TZVPD def2/J DEFGRID3
* xyz 2 1
Te 1.539 -0.194 -3.115
Ti 0.058 0.714 0.411
S 4.065 -1.789 -4.524
S -2.428 0.667 -0.102
S -1.316 2.678 2.138
Si -0.212 3.262 -2.085
O -0.807 -5.423 3.280
O 4.437 -4.461 0.315
N 0.440 2.207 -0.777
N -3.963 2.493 3.037
N -3.712 -1.044 -3.381
N 1.377 -0.516 -0.063
N -3.718 -0.126 -2.367
N -0.236 -0.726 1.931
N -3.149 4.470 2.930
N -2.145 -1.437 -1.898
N 1.389 1.937 1.263
N -1.094 -2.018 -1.198
C 2.724 3.477 2.423
C 1.281 2.761 0.191
C 2.111 1.268 3.486
C 1.981 -3.144 -3.985
C -1.158 4.619 -1.255
C 1.951 3.982 0.187
C 0.295 -1.912 1.553
C 2.891 -4.049 -4.597
C 1.222 3.865 -3.108
C -4.141 1.049 2.997
C 1.296 -1.804 0.487
C -4.942 3.372 3.498
C -4.429 4.611 3.433
C -0.832 -3.058 3.326
C 2.081 2.263 2.372
C 2.166 -2.777 0.179
C 3.360 -2.477 -0.596
C -1.381 2.254 -3.126
C 2.485 -1.878 -3.867
C 2.661 4.328 1.320
C 2.433 -0.250 -1.032
C -0.014 -3.090 2.215
C -1.306 -1.819 3.762
C 4.399 -3.556 -0.775
C 4.067 -3.446 -4.933
C -2.295 -3.021 -3.865
C -0.998 -0.694 3.046
C -2.738 -1.844 -3.083
C -2.855 3.177 2.696
C -1.175 -4.316 4.070
C 3.522 -1.239 -1.066
C -2.767 -0.319 -1.466
H -5.083 0.815 2.507
H -4.153 0.648 4.010
H 0.992 -3.429 -3.650
H 2.073 -3.762 0.613
H -5.901 3.023 3.839
H 5.373 -3.101 -0.965
H -3.330 0.607 2.431
H 2.793 0.769 -0.931
H -1.345 0.285 3.341
H -1.421 -2.859 -0.731
H -4.855 5.565 3.686
H 4.139 -4.146 -1.657
H 0.390 -4.035 1.884
H -0.927 -6.234 3.784
H 1.915 4.630 -0.676
H 1.089 3.576 -4.152
H -2.900 -3.092 -4.765
H 1.306 4.955 -3.079
H -1.271 2.534 -4.178
H 5.022 -4.118 0.996
H 1.233 1.394 4.125
H 4.444 -0.939 -1.550
H 3.179 5.278 1.349
H -2.415 2.451 -2.835
H 4.934 -3.889 -5.400
H -1.914 -1.737 4.655
H 2.175 3.448 -2.774
H -0.326 -2.229 -1.830
H -1.248 -2.920 -4.153
H -2.412 -3.940 -3.288
H 3.284 3.752 3.307
H 2.104 0.253 3.091
H -2.246 -4.313 4.298
H -1.981 4.181 -0.685
H 2.999 1.404 4.099
H 2.679 -5.092 -4.782
H -1.194 1.181 -3.057
H -1.576 5.305 -1.997
H -0.639 -4.302 5.026
H -0.546 5.203 -0.566
H -4.373 0.639 -2.390
H -2.485 5.209 2.766
*
```

=====

B:
Molecular formula: C32H42N10O2S3SiTeTi
Method: DFT, ωB97M-V with the def2-TZVPD basis set

The molar mass is 898.5 g/mol. Its lowest unoccupied orbital energy is -5.88 eV. Its HOMO energy is -12.234 eV. The frontier orbital gap comes out at 0.2333 Eh.

Geometry as ORCA input:
```
! RIJCOSX wB97M-V def2-TZVPD def2/J DEFGRID3
* xyz 2 1
Te 2.518 1.151 -0.639
Ti 0.249 0.040 0.390
S -1.552 -1.849 1.147
S 1.658 -2.154 0.817
S 1.252 0.899 -3.765
Si 2.532 0.451 3.179
O -4.270 -1.750 -4.581
O -3.263 3.941 -4.234
N 1.030 0.459 2.169
N 5.093 -3.439 -0.449
N -2.503 -2.714 3.541
N -0.625 -1.680 3.721
N 2.511 -2.024 -2.400
N -1.068 1.075 1.724
N -0.528 -0.986 -1.443
N 3.362 -2.497 -1.414
N -0.579 1.595 -0.840
N 4.097 -3.173 0.440
C -3.691 -3.337 2.979
C 2.916 2.243 3.563
C 3.032 -2.582 -0.104
C -1.962 2.167 -2.694
C -0.090 1.144 2.640
C 5.347 -3.050 -2.877
C -1.316 1.234 -1.894
C -0.474 2.898 -0.534
C -2.148 -2.735 4.878
C 1.414 3.393 -4.207
C -2.576 2.188 3.134
C -2.481 4.567 -3.247
C 1.040 2.235 -4.811
C 1.855 1.881 -2.488
C -2.346 -0.748 -2.998
C 2.218 -0.536 4.735
C -1.402 -0.227 -2.132
C -1.432 -2.898 -2.558
C -1.090 3.875 -1.276
C -3.310 1.415 0.840
C -0.301 1.799 3.852
C 4.634 -3.012 -1.581
C -1.554 -2.069 2.840
C -0.971 -2.086 4.993
C -1.564 2.315 4.079
C -0.556 -2.307 -1.673
C -2.368 -2.117 -3.226
C -1.841 3.512 -2.394
C -2.299 1.559 1.932
C -3.364 -2.740 -4.159
C 4.012 -0.305 2.354
C 1.882 3.190 -2.878
H -3.865 -3.565 -3.640
H 1.376 4.356 -4.693
H 3.980 -1.391 2.385
H 0.658 2.102 -5.809
H 2.294 -2.785 -3.036
H -3.682 4.610 -4.784
H 2.636 2.548 4.571
H -4.933 -2.143 -5.156
H 3.135 -0.549 5.327
H -2.769 -3.206 5.617
H 4.868 0.023 2.950
H 6.260 -3.624 -2.750
H 1.436 -0.139 5.383
H -2.812 -3.168 -5.006
H 0.139 3.141 0.325
H 2.970 -1.273 -2.903
H 0.230 -1.220 3.444
H -0.964 4.911 -0.992
H 0.480 1.899 4.587
H 2.421 2.916 2.860
H -3.178 0.466 0.319
H 5.607 -2.043 -3.207
H -4.069 -2.718 2.169
H 4.200 0.006 1.328
H -3.060 -0.112 -3.494
H 3.990 2.413 3.468
H 4.203 -3.418 1.411
H 4.738 -3.518 -3.651
H -3.565 2.577 3.320
H -0.356 -1.884 5.850
H -3.078 5.223 -2.602
H -4.319 1.454 1.245
H -3.209 2.230 0.120
H -4.441 -3.410 3.761
H -1.398 -3.971 -2.691
H -1.681 5.177 -3.687
H -1.768 2.820 5.014
H 0.146 -2.892 -1.095
H 2.239 3.985 -2.240
H 1.998 -1.579 4.492
H -3.452 -4.329 2.599
H -2.532 1.869 -3.559
*
```

=====

Which of them is most stable? Easy: B.

=====

A:
Molecular formula: C19H40AuNP3S
Method: DFT, ωB97M-V with the def2-TZVPD basis set

As for the expectation value of S²: 2.009. The molar mass is 604.5 g/mol. Its lowest unoccupied orbital energy (spin up / spin down) is -8.80 / -13.29 eV. Its HOMO energy (spin up / spin down) is -14.945 / -14.931 eV. The frontier orbital gap (spin up / spin down) comes out at 0.2258 / 0.0605 Eh.

Geometry as ORCA input:
```
! RIJCOSX wB97M-V def2-TZVPD def2/J DEFGRID3
* xyz 3 3
Au 0.053 0.276 0.840
S -0.406 -1.592 -3.615
P 1.994 1.231 2.002
P -1.813 1.670 1.364
P 0.612 1.155 -1.276
N -0.800 -0.996 4.030
C 1.376 2.792 -1.448
C -1.096 -5.007 -6.530
C 3.575 0.924 1.158
C -0.672 -0.841 5.177
C -0.469 -1.975 0.793
C -0.922 1.320 -2.246
C -1.957 -3.907 -6.549
C -1.763 3.380 0.737
C -2.024 1.879 3.150
C 1.947 3.030 2.305
C 1.837 0.036 -2.016
C -1.708 -2.800 -5.740
C -3.379 0.947 0.785
C -0.620 -2.825 -4.844
C 0.329 -3.856 -4.944
C 0.068 -4.961 -5.756
C 2.233 0.530 3.664
C 0.827 -1.850 1.356
C -0.539 -0.688 6.616
H -3.571 0.020 1.340
H 1.475 -0.998 -1.985
H -0.599 -2.325 -0.240
H 0.773 -5.797 -5.771
H 0.959 -1.931 2.436
H -1.077 2.213 3.594
H -2.805 2.625 3.357
H 2.033 0.321 -3.059
H 1.245 -3.805 -4.351
H -2.647 3.921 1.099
H -2.835 -3.907 -7.189
H -3.314 0.696 -0.280
H -2.293 0.915 3.596
H -0.561 0.378 6.901
H 3.627 1.458 0.202
H -0.867 3.882 1.120
H 3.254 0.714 4.019
H 4.411 1.258 1.787
H -1.497 2.191 -1.899
H 2.353 2.830 -0.955
H 2.770 0.066 -1.439
H 2.872 3.352 2.809
H -0.364 -2.319 -2.419
H -2.341 -1.910 -5.746
H -1.377 -1.204 7.109
H 0.407 -1.136 6.963
H 1.857 3.582 1.360
H -4.217 1.640 0.942
H -1.339 -5.894 -7.120
H 1.515 2.990 -2.522
H 1.091 3.278 2.948
H -1.553 0.435 -2.103
H 1.518 0.979 4.363
H 2.056 -0.549 3.639
H 1.718 -2.030 0.741
H -0.695 1.431 -3.316
H -1.743 3.420 -0.356
H 3.681 -0.149 0.963
H -1.325 -2.081 1.470
H 0.728 3.567 -1.025
*
```

=====

B:
Molecular formula: C19H40AuNP3S
Method: DFT, ωB97M-V with the def2-TZVPD basis set

As for the expectation value of S²: 2.030. The molar mass is 604.5 g/mol. Its lowest unoccupied orbital energy (spin up / spin down) is -10.10 / -12.83 eV. Its HOMO energy (spin up / spin down) is -16.766 / -16.739 eV. The frontier orbital gap (spin up / spin down) comes out at 0.2449 / 0.1437 Eh.

Geometry as ORCA input:
```
! RIJCOSX wB97M-V def2-TZVPD def2/J DEFGRID3
* xyz 3 3
Au 0.193 0.477 -0.558
S -1.070 -1.353 -1.232
P 1.788 0.976 1.099
P 0.888 1.704 -2.498
P -1.788 1.516 0.799
N -1.026 -0.798 4.569
C -1.566 -1.951 -3.869
C -0.688 -2.075 -2.750
C -0.327 -3.705 -5.005
C -0.520 1.982 -3.605
C 0.394 -2.966 -2.817
C -2.028 3.312 0.528
C 1.546 -0.080 2.550
C -3.409 0.783 0.356
C -0.694 -1.233 7.127
C 1.748 2.707 1.672
C -1.051 -3.568 2.129
C -1.392 -2.790 -4.966
C 0.169 -3.968 1.737
C 1.722 3.302 -2.250
C 3.482 0.699 0.502
C -1.750 1.435 2.632
C 2.043 0.610 -3.393
C -0.864 -0.992 5.703
C 0.566 -3.774 -3.934
H 2.559 2.873 2.396
H 1.882 3.387 0.819
H -0.910 2.019 3.028
H -1.206 -2.955 3.026
H -1.178 3.862 0.963
H -2.400 -1.250 -3.795
H -0.177 2.169 -4.632
H 3.638 1.221 -0.453
H -0.255 -4.399 -5.846
H 0.536 0.032 2.960
H 1.585 -0.382 -3.467
H 2.295 0.164 3.321
H 0.261 -1.745 7.313
H 1.921 3.751 -3.234
H -2.078 -2.703 -5.811
H 1.621 -1.136 2.263
H -2.089 3.502 -0.553
H -0.696 -0.271 7.660
H 0.286 -4.524 0.781
H -1.953 -3.949 1.631
H -3.420 -0.283 0.630
H -2.685 1.855 3.034
H -1.637 0.399 2.997
H 1.108 -0.899 -0.889
H -1.518 -1.853 7.509
H 3.649 -0.376 0.354
H 1.418 -4.453 -3.978
H -4.230 1.295 0.881
H 1.079 3.976 -1.665
H 2.671 3.186 -1.703
H 1.090 -3.688 2.271
H -1.158 1.090 -3.595
H 2.969 0.525 -2.815
H -1.110 2.836 -3.241
H 0.788 2.941 2.152
H 4.207 1.077 1.236
H 1.046 -3.076 -1.955
H -2.971 3.627 1.000
H 2.253 1.024 -4.390
H -3.558 0.884 -0.728
*
```

=====

Which of them is most stable? Easy: A.

=====

A:
Molecular formula: C10H34O12
Method: DFT, ωB97M-V with the def2-TZVPD basis set

The molar mass is 346.4 g/mol. Its lowest unoccupied orbital energy is 0.01 eV. Its HOMO energy is -9.705 eV. The frontier orbital gap comes out at 0.3569 Eh.

Geometry as ORCA input:
```
! RIJCOSX wB97M-V def2-TZVPD def2/J DEFGRID3
* xyz 0 1
O -22.640 2.911 -1.756
O -22.326 0.901 -6.918
O -21.886 7.148 -4.866
O -21.738 7.910 1.441
O -24.793 9.632 -2.444
O -20.328 7.049 -8.142
O -24.807 4.652 -5.290
O -24.913 6.170 -1.265
O -23.205 5.200 -3.312
O -20.800 5.380 0.769
O -25.643 7.883 -7.051
O -20.258 1.667 -3.937
C -25.392 7.475 -1.409
C -21.835 7.408 0.134
C -21.212 1.978 -4.973
C -20.713 7.518 -6.926
C -25.548 5.799 -5.747
C -24.902 6.731 -6.799
C -24.581 8.246 -2.534
C -21.165 6.430 -5.890
C -21.503 0.700 -5.768
C -21.970 5.865 0.148
H -22.933 5.524 0.609
H -24.335 5.123 -4.583
H -26.433 7.432 -1.689
H -20.977 7.677 -0.422
H -23.025 2.124 -1.987
H -19.907 8.078 -6.468
H -24.791 9.823 -1.519
H -22.008 5.571 -0.889
H -24.848 6.243 -7.790
H -22.358 0.078 -7.343
H -20.406 5.842 -5.485
H -23.650 5.453 -2.477
H -21.069 4.994 1.647
H -20.889 7.550 1.784
H -21.575 8.198 -7.092
H -24.727 7.930 -3.514
H -20.540 0.313 -6.105
H -19.758 2.432 -3.719
H -22.739 4.416 -3.021
H -21.840 5.775 -6.362
H -25.338 7.962 -0.449
H -23.496 8.117 -2.326
H -22.476 6.513 -4.458
H -26.497 5.400 -6.210
H -25.604 5.573 -1.086
H -25.979 6.279 -4.909
H -23.950 7.055 -6.461
H -22.391 2.753 -0.851
H -21.759 -0.131 -5.088
H -22.635 7.939 -0.427
H -20.821 2.714 -5.712
H -19.406 6.907 -8.201
H -25.106 8.435 -7.625
H -22.108 2.460 -4.547
*
```

=====

B:
Molecular formula: C10H34O12
Method: DFT, ωB97M-V with the def2-TZVPD basis set

The molar mass is 346.4 g/mol. Its lowest unoccupied orbital energy is 0.16 eV. Its HOMO energy is -9.661 eV. The frontier orbital gap comes out at 0.3609 Eh.

Geometry as ORCA input:
```
! RIJCOSX wB97M-V def2-TZVPD def2/J DEFGRID3
* xyz 0 1
O 20.660 -25.478 7.008
O 19.878 -25.425 11.064
O 16.402 -21.693 6.541
O 22.863 -24.320 8.027
O 21.860 -22.666 9.817
O 17.985 -25.629 9.083
O 23.956 -22.843 4.983
O 19.764 -22.920 6.654
O 17.957 -26.248 6.340
O 16.104 -29.271 5.960
O 22.218 -25.864 1.456
O 19.959 -25.053 4.255
C 21.490 -25.055 2.361
C 20.994 -24.763 10.510
C 17.762 -21.544 6.480
C 20.728 -25.878 3.408
C 17.758 -27.675 6.286
C 16.300 -27.896 5.892
C 20.728 -23.293 10.275
C 23.074 -23.459 5.904
C 23.867 -24.030 7.120
C 18.423 -22.904 6.550
H 18.819 -25.551 9.561
H 22.235 -24.452 2.970
H 22.472 -22.633 6.310
H 15.671 -27.324 6.573
H 21.647 -26.354 0.891
H 18.142 -20.925 7.233
H 19.026 -25.391 4.206
H 18.355 -28.163 5.512
H 21.292 -25.268 9.656
H 18.112 -23.460 7.425
H 20.766 -24.388 1.818
H 16.236 -22.244 7.319
H 23.398 -22.410 4.346
H 21.493 -26.410 4.010
H 20.009 -23.788 7.022
H 24.732 -23.435 7.532
H 18.012 -21.058 5.611
H 17.542 -26.002 7.206
H 19.930 -25.979 7.282
H 19.506 -24.866 11.791
H 22.105 -23.105 8.995
H 16.130 -27.410 4.971
H 20.405 -22.787 11.106
H 22.440 -24.216 5.405
H 18.020 -23.503 5.691
H 22.238 -24.994 7.681
H 24.280 -24.995 6.800
H 17.627 -24.811 9.440
H 16.499 -29.638 5.174
H 19.968 -23.118 9.480
H 20.544 -25.419 6.059
H 19.996 -26.504 3.048
H 21.908 -24.796 11.147
H 18.049 -28.163 7.263
*
```

=====

Which of them is most stable? Easy: B.

=====

A:
Molecular formula: C6H6O2
Method: DFT, ωB97M-V with the def2-TZVPD basis set

The molar mass is 110.1 g/mol. Its lowest unoccupied orbital energy is 0.94 eV. Its HOMO energy is -8.909 eV. The frontier orbital gap comes out at 0.3621 Eh.

Geometry as ORCA input:
```
! RIJCOSX wB97M-V def2-TZVPD def2/J DEFGRID3
* xyz 0 1
O -2.157 -0.739 0.141
O -0.997 1.147 0.141
C -1.148 -0.318 -0.182
C 1.206 -1.706 -0.035
C 0.127 -0.874 -0.548
C 0.246 1.794 -0.147
C 1.131 -0.351 0.600
C 1.422 1.054 0.047
H 2.511 1.388 -0.377
H 1.828 -1.961 -0.741
H 0.967 -2.729 0.443
H 0.965 -0.184 1.627
H 0.700 -0.186 -1.221
H 0.352 2.821 -0.402
*
```

=====

B:
Molecular formula: C6H6O2
Method: DFT, ωB97M-V with the def2-TZVPD basis set

The molar mass is 110.1 g/mol. Its lowest unoccupied orbital energy is 0.90 eV. Its HOMO energy is -9.043 eV. The frontier orbital gap comes out at 0.3653 Eh.

Geometry as ORCA input:
```
! RIJCOSX wB97M-V def2-TZVPD def2/J DEFGRID3
* xyz 0 1
O 0.683 -0.937 -1.179
O 0.473 -1.016 1.217
C 1.062 0.262 0.786
C 1.185 0.309 -0.698
C -0.012 -1.366 -0.065
C -1.418 -0.573 -0.128
C -1.298 0.717 -0.151
C 0.112 1.160 0.050
H -0.206 -2.497 -0.153
H -2.275 1.370 0.034
H 1.956 0.678 -1.433
H -2.344 -1.178 0.162
H 0.373 2.248 0.025
H 1.708 0.823 1.534
*
```

=====

Which of them is most stable? Easy: B.